This record from the OMol25 dataset describes the ion C6H20BN2O2P2 with charge -1 in a non-equilibrium geometry. The level of theory is the ωB97M-V functional and the def2-TZVPD basis.

```
33
Properties=species:S:1:pos:R:3
C -1.7484 -3.0881 -0.6150
C -2.2972 -2.0248 -1.7404
C -2.3857 -0.5435 -0.9896
N -1.0170 0.0906 -1.0950
B -0.5986 0.7741 0.2180
P 0.9138 -0.1971 0.8750
C 0.6596 -0.4828 2.7853
C 2.5429 0.7910 0.7723
C 3.6066 -0.1628 -0.0971
P -0.2660 2.6132 -0.2126
N 0.4931 3.4499 0.9470
O -1.7925 3.3975 -0.5263
O 0.6305 2.6142 -1.7445
H -0.7258 -3.5483 -0.9605
H -1.5423 -2.4847 0.3849
H -2.5663 -3.9217 -0.4876
H -3.3297 -2.3133 -2.2215
H -1.5125 -1.9950 -2.6347
H -3.1270 0.1462 -1.6156
H -2.8088 -0.6432 0.0968
H -0.2850 -0.6014 -1.4002
H -1.4361 0.7588 1.0459
H 0.1149 0.4113 3.3082
H 0.0811 -1.5139 2.9495
H 1.7374 -0.6325 3.2650
H 3.0045 0.9301 1.8644
H 2.4796 1.8143 0.2090
H 3.1258 -0.3226 -1.1654
H 3.7651 -1.1948 0.4713
H 4.6386 0.3825 -0.1810
H 0.6521 2.7909 1.7529
H -2.1291 3.0607 -1.4089
H 1.0160 1.6722 -1.7987
```

Values from the calculation:
HOMO energy: -4.190 eV
net charge: -1
Kohn-Sham gap: 7.58 eV
E_tot: -1208.14870 hartree
F_max: 3.0 eV/Å
relative energy (zero: lowest compared OMol25 entry of this formula, charge and spin): 374.22 kJ/mol

The net atomic charges from Löwdin, expressed in e, are: -0.1550 -0.2487 -0.2746 -0.1466 -0.9752 0.8806 -0.3613 -0.4750 -0.2385 0.6566 -0.2656 -0.2735 -0.3022 0.0688 0.0736 0.0646 0.0897 0.1033 0.1057 0.1036 0.0501 0.0371 0.0360 0.0353 0.0312 0.0789 0.0546 0.0606 0.0638 0.0542 -0.0446 0.0593 0.0532